1.
This record from the Open Molecules 2025 dataset describes 2 unconnected molecules or ions with the total composition C4H7NS2. The level of theory is ωB97M-V with the def2-TZVPD basis set.

XYZ file:
```
14
Properties=species:S:1:pos:R:3:lowdin_charge:R:1
S -2.39580 -0.78359 -0.51375 0.93
S 0.45165 2.13475 -0.14172 0.76
N -0.95570 -0.02888 -1.07550 -0.32
C 1.86135 -0.63303 -0.34191 0.00
C -1.84500 -0.62827 1.12058 -0.43
C -0.13542 0.42703 -0.05086 -0.83
C -0.66711 0.00466 1.22034 -0.23
H -0.16185 0.22073 2.14464 0.11
H -1.04457 0.52293 -1.91843 0.09
H 2.14750 -0.31098 -1.32677 0.00
H -2.46181 -1.01979 1.90451 0.06
H 2.43008 -0.22110 0.47316 0.01
H 1.18949 1.98088 -1.24555 -0.15
H 1.58718 -1.66534 -0.24872 0.01
```

Properties
Multiplicity = 3
Orbital gap (spin up / spin down) = 5.7 / 7.9 eV
E_HOMO (spin up / spin down) = -5.16 / -8.75 eV
Total charge = 0

2.
This record from the Open Molecules 2025 dataset describes 3 unconnected molecules or ions with the total composition C25H26F2N2. The level of theory is ωB97M-V with the def2-TZVPD basis set.

XYZ file:
```
55
Properties=species:S:1:pos:R:3:lowdin_charge:R:1
F 2.74265 -2.61829 -6.34876 0.06
F 1.14881 -3.73673 -0.88138 0.05
N 0.81511 3.26291 1.56792 0.19
N -4.64034 1.27124 3.24058 0.18
C -2.18701 1.50704 2.32007 -0.23
C 3.53598 -1.95146 -4.23741 -0.02
C 0.55435 -1.04887 1.85692 -0.07
C 5.26155 -0.28179 -4.10841 -0.10
C -3.16088 4.27604 0.54012 0.16
C -1.68021 2.96917 2.36375 -0.39
C -1.43108 -1.72346 -3.35833 -0.09
C -1.63083 -2.07289 2.56366 -0.06
C 4.39213 -1.16438 -3.48082 -0.08
C 0.68289 -1.85917 -2.22248 -0.04
C -0.18746 -1.18123 -3.06362 -0.08
C 4.43165 -0.98366 -6.25466 -0.02
C -1.45473 3.54976 6.11800 0.01
C -1.91130 3.72490 3.70807 -0.12
C -0.93045 -3.63249 -1.98246 -0.02
C 0.30130 -3.07717 -1.69484 -0.29
C -0.26192 3.10016 1.93787 -0.16
C -2.47343 3.70959 1.33043 -0.09
C 5.27901 -0.19036 -5.49379 -0.08
C -1.78478 2.89963 4.97485 -0.15
C -3.56913 1.37485 2.83816 -0.18
C -1.80262 -2.94673 -2.81597 -0.08
C -1.21337 0.45542 2.92892 -0.13
C 3.56931 -1.85188 -5.61434 -0.28
C -0.97316 -0.76812 1.99797 -0.37
H -1.19946 -4.59067 -1.55715 0.12
H 4.43689 -0.93244 -7.33562 0.12
H 1.65291 -1.44803 -1.97479 0.11
H 0.74312 -2.07263 1.51746 0.06
H -3.82985 4.43847 -0.27292 0.04
H -1.33843 -0.57784 0.98290 0.12
H -2.86228 4.25652 3.74470 0.13
H -2.11922 3.55178 6.98382 0.06
H -0.53986 4.14093 6.20365 0.06
H -2.56317 -2.25272 2.01895 0.08
H 5.95343 0.49984 -5.98313 0.10
H 2.84659 -2.63944 -3.76680 0.11
H -1.85300 -1.98633 3.63294 0.07
H 0.95728 -0.38999 1.07875 0.08
H 1.05515 -0.91212 2.82168 0.08
H -1.12930 4.49976 3.77072 0.13
H -1.70531 0.04691 3.82001 0.10
H 4.38097 -1.23904 -2.40086 0.10
H 5.92579 0.33452 -3.51650 0.10
H -1.97616 1.82943 5.05017 0.09
H -2.11077 -1.19178 -4.01154 0.10
H -0.26756 0.88258 3.27520 0.11
H -2.27229 1.24930 1.25736 0.14
H 0.10505 -0.22996 -3.48844 0.11
H -2.77329 -3.36784 -3.04213 0.11
H -0.93932 -2.91125 2.46153 0.07
```

Properties
Orbital gap = 9.1 eV
E_HOMO = -8.76 eV
SMILES = C#C[C@@](C#N)(CC=C)[C@H](C#N)CC(C)C.Fc1ccccc1.Fc1ccccc1
Total charge = 0

3.
This record from the Open Molecules 2025 dataset describes 2 unconnected molecules or ions with the total composition C5H12O2. The level of theory is ωB97M-V with the def2-TZVPD basis set.

XYZ file:
```
19
Properties=species:S:1:pos:R:3:lowdin_charge:R:1
O 4.10387 0.19704 -0.22252 -0.07
O -0.89887 -1.48628 -0.20979 -0.12
C 0.29960 -1.72287 0.49974 -0.13
C -2.69305 -0.06858 -0.27667 -0.03
C -0.51296 2.30479 0.29517 -0.08
C -0.29451 0.84000 -0.10244 -0.11
C -1.21438 -0.10187 -0.15031 -0.36
H 4.10472 -0.69308 0.18762 0.05
H -1.52601 2.69231 0.05398 0.07
H 4.94274 0.38470 -0.63771 0.02
H -3.05174 -0.59755 -1.20124 0.11
H -0.42874 2.35413 1.38412 0.07
H 0.75171 0.56885 -0.19301 0.10
H 0.42318 -1.00861 1.31652 0.08
H -3.16711 -0.53172 0.61151 0.09
H 1.25432 -1.54969 -0.09035 0.09
H 0.27332 -2.76439 0.82908 0.09
H 0.27860 2.98094 -0.09829 0.08
H -3.00321 0.96913 -0.29665 0.06
```

Properties
Orbital gap = 9.2 eV
E_HOMO = -8.54 eV
SMILES = C/C=C(\C)OC.O
Total charge = 0

4.
This record from the Open Molecules 2025 dataset describes 10 unconnected molecules or ions with the total composition C44H114N6O16. The level of theory is ωB97M-V with the def2-TZVPD basis set.

XYZ file:
```
180
Properties=species:S:1:pos:R:3:lowdin_charge:R:1
O 5.06545 1.25587 -0.07355 -0.18
O -3.71589 -0.02754 3.60909 -0.08
O -4.02375 -2.54642 2.38656 -0.09
O -4.05099 4.71968 -1.19120 -0.19
O -7.15505 -1.67015 -3.04520 -0.19
O -3.76858 1.27935 -2.84639 -0.21
O 6.27603 -0.49058 4.52574 -0.15
O -1.28527 -4.55336 -1.67636 -0.19
O 3.43167 4.79473 -3.83386 -0.24
O 0.59587 1.16668 -4.92711 -0.20
O 0.95358 4.99044 0.41854 -0.18
O 0.75307 -0.25603 0.42871 -0.10
O 3.20176 3.33933 3.66116 -0.20
O 4.15852 -2.71399 -1.57233 -0.18
O 2.65807 -4.04826 1.86747 -0.23
O 0.59146 -4.88462 3.35961 -0.08
N -4.52679 -3.23394 -2.97937 -0.07
N 1.38935 2.36303 1.71042 -0.05
N 4.43121 4.08308 -1.25153 -0.05
N 2.84687 -2.16821 4.09979 -0.04
N 1.55093 -1.51447 -3.78159 -0.05
N -3.20744 2.23771 -0.23231 -0.03
C -3.62615 3.31902 0.63912 -0.20
C -5.01684 1.81364 -3.35919 -0.07
C 0.26666 -0.79875 -3.68685 -0.16
C 3.94500 4.10321 4.57062 -0.10
C 0.06563 2.91571 1.42374 -0.16
C -4.21651 1.22787 -0.37192 -0.22
C -5.81462 -3.80003 -3.33221 -0.21
C 3.09304 -4.90084 0.80810 -0.06
C 1.91040 3.04716 4.06879 -0.23
C -4.81874 -4.64803 3.36231 -0.07
C -2.90219 -0.15025 4.70903 -0.39
C 0.66585 2.55140 -5.16703 -0.11
C -1.10204 -1.11621 1.40008 -0.06
C -3.68772 -3.89027 2.74241 -0.32
C -8.13833 -0.77749 -3.59311 -0.11
C 6.80623 0.76979 4.11527 -0.10
C 5.06843 -3.78905 -1.75243 -0.11
C -4.65644 4.20213 -0.01105 -0.23
C 4.96615 -0.63183 3.99875 -0.23
C -4.82247 5.75841 -1.80019 -0.09
C 4.58069 3.88336 -3.68698 -0.17
C 1.45225 5.67042 -0.75263 -0.09
C 4.49624 3.10410 -2.38201 -0.17
C 0.14025 3.87752 0.15799 -0.19
C -6.80568 -2.72706 -3.92719 -0.22
C 4.06254 3.53437 0.07369 -0.19
C -2.29933 1.13984 5.11914 -0.08
C -2.21690 -3.63322 -2.24026 -0.21
C 2.32461 -1.56186 -2.52801 -0.19
C 2.84432 -2.67635 1.61667 -0.20
C 2.25751 -1.89295 2.77017 -0.17
C 1.53103 1.94619 3.11762 -0.19
C 0.02105 -4.13642 -1.40892 -0.10
C 5.10420 2.51074 0.59969 -0.20
C 3.36631 -2.67036 -2.71258 -0.26
C -0.58646 -0.56789 0.10549 -0.30
C -0.38637 -5.25943 2.36936 -0.29
C 3.28510 5.45582 -5.04578 -0.13
C 3.84161 0.54541 0.10955 -0.10
C 4.25620 -1.92134 4.37516 -0.21
C -1.37993 -6.33279 2.89327 -0.08
C -3.61050 -4.25284 -2.37226 -0.17
C -3.88427 0.43073 -1.66717 -0.17
C 0.44068 0.77613 -3.56236 -0.17
H -4.11734 -2.92588 -3.84975 0.10
H 0.74856 2.86637 -6.20725 0.09
H -2.76578 3.95957 0.83293 0.10
H -0.27128 -1.11494 -2.79313 0.07
H 0.43085 3.28718 -0.71101 0.12
H 0.70333 6.20659 -1.33552 0.08
H -4.52140 -0.41433 -1.92803 0.11
H 4.31151 0.17241 4.33454 0.12
H 4.97996 -0.52130 2.91446 0.11
H -5.64935 1.00403 -3.72330 0.07
H -4.31930 6.09264 -2.70750 0.09
H 4.76399 4.58660 4.03800 0.09
H 1.27302 1.12140 -2.94908 0.10
H 1.19994 -2.15648 2.78401 0.10
H 1.48161 3.03509 -4.62974 0.06
H 2.85562 -3.56188 -3.07658 0.12
H -1.86892 -5.92165 3.77641 0.06
H 2.78690 -0.61967 -2.23360 0.10
H 2.40856 1.30065 3.08153 0.09
H -0.37991 -1.04939 -4.52781 0.11
H -1.10303 0.34567 -0.18893 0.09
H 1.39575 -4.62667 2.90333 0.01
H -2.23336 -6.52838 2.24404 0.07
H -5.31692 -4.15093 4.19465 0.08
H 2.28808 -2.51940 0.69251 0.11
H -4.46319 -2.60276 1.53490 0.09
H -0.04233 -3.67819 -0.42195 0.08
H 2.24926 6.40849 -0.66253 0.09
H 4.46701 3.47157 5.28939 0.08
H -4.87127 6.62244 -1.13748 0.08
H -3.92207 -0.90074 3.26759 0.03
H 3.98054 4.33473 0.80906 0.12
H 0.82435 0.48459 1.03534 0.03
H -2.85309 -3.76290 3.43181 0.11
H -5.56350 -4.84966 2.59237 0.08
H -1.74491 1.59403 4.29790 0.06
H -4.24190 0.50301 0.44173 0.11
H 0.15354 -5.59090 1.48239 0.10
H -0.62260 -2.04191 1.71837 0.06
H -5.24966 1.53033 -0.54283 0.10
H -0.44709 1.25453 -3.14873 0.11
H -5.58835 2.29352 -2.56470 0.07
H 4.47308 3.10488 -4.44230 0.12
H -6.28163 -4.27114 -2.46731 0.12
H 2.34946 6.00740 -4.95405 0.10
H 3.09331 3.03908 0.01560 0.08
H 5.02726 2.42528 1.68361 0.10
H -3.61145 -5.14882 -2.99300 0.12
H 1.20355 3.87268 3.98530 0.13
H -0.20034 3.05972 -4.74343 0.08
H 2.07881 3.08410 1.55292 0.07
H 1.82878 2.61385 5.06562 0.13
H -0.66305 2.11080 1.32760 0.10
H -2.15769 -1.31904 1.21966 0.06
H -8.02635 -0.53512 -4.64992 0.08
H -4.88075 4.97834 0.72059 0.13
H -1.01674 -0.40665 2.22311 0.07
H 4.44514 -4.67784 -1.85089 0.08
H 4.16531 6.00053 -5.38730 0.08
H -5.66646 -4.58940 -4.06913 0.11
H -4.78185 2.48980 -4.18118 0.09
H -0.33182 3.49785 2.25516 0.11
H 7.89433 0.71597 4.15057 0.09
H 2.76812 -3.15417 4.30418 0.10
H 0.62411 1.44086 3.44964 0.12
H 3.08271 0.77109 -0.63961 0.06
H -0.83981 -7.23667 3.17502 0.07
H -9.15401 -1.14146 -3.43811 0.09
H -1.84442 -3.25218 -3.19114 0.12
H 2.33027 -0.83437 2.52075 0.08
H -3.22670 -4.40942 1.90215 0.10
H 3.97590 -2.34727 -3.55645 0.12
H -0.84422 4.29905 -0.04502 0.10
H 4.17690 -4.90884 0.69278 0.08
H 5.68246 -3.82977 -0.85276 0.09
H 2.02975 -1.20823 -4.61649 0.11
H 3.22091 4.68441 -5.81318 0.08
H 5.77637 -3.70469 -2.57693 0.09
H 3.90555 -2.47261 1.47387 0.12
H -0.68540 -1.28861 -0.70621 0.07
H 3.94784 4.88751 -1.62481 0.06
H -3.05923 1.81832 5.50685 0.08
H 6.64357 0.99295 3.06083 0.07
H 2.78799 -5.90476 1.10338 0.10
H -7.68873 -3.23068 -4.32048 0.11
H -2.25828 -2.79862 -1.54038 0.11
H 6.06029 3.02100 0.48299 0.12
H -3.92955 -4.39901 -1.34029 0.12
H -1.00906 -4.41896 2.06280 0.07
H 3.35640 4.84461 5.11096 0.09
H 1.79535 4.94212 -1.48745 0.06
H 4.33751 -2.18717 5.42911 0.12
H 3.57645 2.52055 -2.34245 0.10
H 3.48091 0.53462 1.13808 0.07
H -2.91115 -0.03964 -1.52615 0.09
H -8.02567 0.21707 -3.16153 0.08
H -1.65047 0.84159 5.94261 0.08
H -5.55066 3.62209 -0.23915 0.11
H 0.41364 -3.49590 -2.19867 0.07
H 4.03448 -0.50525 -0.10731 0.07
H -5.86400 5.47004 -1.94217 0.08
H -6.30349 -2.36802 -4.82552 0.11
H -4.45984 -5.59190 3.77267 0.07
H 5.50219 4.44549 -3.83849 0.12
H 2.56882 -4.63906 -0.11102 0.07
H 4.81564 -2.73224 3.90873 0.11
H -3.44200 -0.64161 5.51851 0.12
H 5.38553 2.48842 -2.24724 0.12
H 0.62800 -5.03648 -1.31091 0.09
H 6.47498 1.62525 4.70395 0.08
H 1.68140 -1.89932 -1.71530 0.09
H -3.28758 2.58260 -1.17820 0.08
H -2.11164 -0.83277 4.39710 0.10
H -3.99542 2.90021 1.57525 0.13
```

Properties
Orbital gap = 8.7 eV
E_HOMO = -8.10 eV
SMILES = COCCNCCOC.COCCNCCOC.COCCNCCOC.COCCNCCOC.COCCNCCOC.COCCNCCOC.CCO.CCO.CCO.CCO
Total charge = 0

5.
This record from the Open Molecules 2025 dataset describes 2 unconnected molecules or ions with the total composition C4H3F6N2O2S. The level of theory is ωB97M-V with the def2-TZVPD basis set.

XYZ file:
```
18
Properties=species:S:1:pos:R:3:lowdin_charge:R:1
S 1.66761 -1.07243 0.52036 1.11
F -2.09617 -1.66990 -0.98776 0.11
F 0.79038 -3.02003 -1.18013 0.17
F -1.41489 0.02178 1.67953 0.17
F -1.19443 -2.67449 0.60619 0.19
F -1.42561 0.69777 -0.32017 0.18
F 0.88712 -0.88949 -1.82634 0.06
O 0.46201 0.17894 0.42069 -0.36
O -0.34480 4.66398 -1.53068 0.34
N 0.08670 3.69575 -1.04231 0.04
N 1.32892 -1.77773 1.79653 -0.28
C 0.39309 -1.80464 -0.93860 -0.43
C -0.88722 -0.16425 0.45096 -0.61
C -0.95904 -1.64519 -0.18215 -0.34
C 0.18161 2.71267 -0.30629 0.17
H 1.12075 2.01350 -0.29614 0.19
H -0.60464 2.70277 0.57581 0.23
H 2.00860 -1.96901 2.56048 0.06
```

Properties
Orbital gap = 4.7 eV
E_HOMO = -12.98 eV
Total charge = +1

6.
This record from the Open Molecules 2025 dataset describes C4H7ClS3 in the gas phase. The level of theory is ωB97M-V with the def2-TZVPD basis set.

XYZ file:
```
15
Properties=species:S:1:pos:R:3:lowdin_charge:R:1
Cl 0.63994 2.11694 -1.23875 0.62
S 0.45115 -2.55730 0.23105 0.75
S -1.80458 -0.11541 -1.69766 0.72
S 2.30878 -1.08904 -1.45701 0.68
C -1.42992 0.69278 -0.16553 -0.63
C 1.01860 0.16688 0.64552 -0.33
C -0.02169 1.18374 0.11877 -0.76
C 1.29247 -1.04858 -0.19971 -1.21
H 0.74790 -0.18994 1.64889 0.10
H -1.07346 -1.22616 -1.56428 -0.18
H -0.12603 1.88488 0.97003 0.11
H 1.97504 0.65139 0.84223 0.11
H -2.03785 1.58544 -0.08048 0.07
H -0.25119 -2.05932 1.28342 -0.11
H -1.68915 0.00369 0.66351 0.08
```

Properties
Orbital gap = 8.4 eV
E_HOMO = -8.90 eV
SMILES = S=C(S)C[C@@H](Cl)CS
Total charge = 0

7.
This record from the Open Molecules 2025 dataset describes C5H9NO in the gas phase. The level of theory is ωB97M-V with the def2-TZVPD basis set.

XYZ file:
```
16
Properties=species:S:1:pos:R:3:lowdin_charge:R:1
O -2.45831 -0.86132 0.81290 -0.07
N 1.47042 1.37763 0.44353 0.08
C 0.54182 0.30391 0.06597 -0.60
C -0.87244 0.57626 -0.41065 -0.10
C 1.76703 0.58424 -0.74161 -0.11
C 0.49076 -0.75031 1.09872 0.21
C -1.56708 -0.79519 -0.25789 -0.30
H -0.91148 0.96230 -1.43507 0.12
H -1.37410 1.29979 0.24032 0.13
H 2.58498 -0.13529 -0.70822 0.11
H 2.05104 1.11662 1.24003 0.10
H 1.67272 1.14145 -1.67275 0.11
H -0.75141 -1.56068 -0.11984 0.10
H -2.09710 -1.12083 -1.15224 0.12
H -1.90944 -0.71149 1.60081 0.07
H 1.36258 -1.42710 0.99601 0.03
```

Properties
Orbital gap = 8.3 eV
E_HOMO = -8.93 eV
Total charge = 0

8.
This record from the Open Molecules 2025 dataset describes 13 unconnected molecules or ions with the total composition C4H34N2O14. The level of theory is ωB97M-V with the def2-TZVPD basis set.

XYZ file:
```
54
Properties=species:S:1:pos:R:3:lowdin_charge:R:1
O -1.73072 3.37298 1.39157 -0.05
O -0.37543 -3.72988 0.57441 -0.08
O -2.64564 -2.37426 0.97780 -0.04
O 3.27610 0.08975 -1.83248 -0.06
O -0.33925 3.60950 -0.95445 -0.06
O -1.61566 1.28177 4.32625 -0.04
O 2.49910 1.55854 0.59695 -0.11
O -2.31027 0.49709 0.79687 -0.11
O -3.38475 -0.19706 -1.61212 -0.06
O 1.72868 1.65339 -3.44699 -0.08
O 4.16208 -1.77570 1.33141 -0.05
O -2.06875 -3.04172 -1.86935 -0.07
O -0.17018 -1.43847 -3.13803 -0.04
O 1.69862 -2.00586 -0.57597 -0.06
N -0.33560 0.47639 1.91475 0.04
N -1.05455 1.04700 -1.72066 0.16
C 2.06997 1.34719 1.97459 -0.17
C -1.03898 0.53829 0.69265 -0.52
C -0.36745 0.56550 -0.51558 -0.10
C 1.07268 0.19016 2.00399 -0.19
H -1.28147 2.80673 2.03215 0.03
H 3.82032 -0.89050 1.48408 0.00
H -3.20765 0.09661 -0.69022 0.01
H -1.54460 -3.38993 -1.14260 -0.01
H -1.13486 -3.10404 0.70211 0.00
H 1.77750 2.03383 0.16281 0.07
H 2.27728 1.42036 -2.67011 0.00
H -2.05137 0.80325 -1.63199 0.08
H -1.47328 -2.56491 -2.47612 0.00
H 3.00246 -0.83317 -1.78499 0.02
H -0.88195 0.64355 2.75637 0.07
H 1.73784 2.32669 2.32271 0.12
H -3.43783 -2.80495 0.64148 0.07
H 1.12074 -0.41427 2.92612 0.13
H 3.66793 -2.09916 0.56847 0.01
H -0.76517 -4.60784 0.58214 0.05
H 3.01040 1.08516 2.46692 0.11
H 1.00181 -1.61980 -0.02492 0.01
H -2.50891 0.99036 4.55308 0.07
H -1.08493 0.68440 4.87133 0.06
H -0.72168 0.58973 -2.57273 0.11
H -3.15320 -1.13740 -1.65135 0.03
H 3.16914 0.51474 -0.96788 0.02
H 1.52651 -0.50506 1.29479 0.08
H -2.81583 -1.41885 0.91697 0.03
H -0.82817 2.04849 -1.79490 0.10
H 0.19762 -1.93950 -3.87061 0.08
H -0.27552 4.46360 -1.38510 0.06
H -0.53652 3.70334 0.00052 0.03
H 0.55620 -1.16229 -2.56667 0.03
H 2.09313 2.46934 -3.80043 0.03
H -2.40388 2.79851 1.00491 0.05
H 1.42019 -2.93505 -0.53257 0.06
H 0.65774 0.28346 -0.63941 0.06
```

Properties
Orbital gap = 7.7 eV
E_HOMO = -7.52 eV
Total charge = 0

In order of appearance, energy above the lowest of the compared OMol25 structures with the same formula, charge and spin = 1.1127; 0.8054; 2.0056; 0.9226; 0.0000; 0.0000; 6.2152; 2.7470 eV.